Here is a cluster of 9 separate species, C17H53BF4N13O8 in total at a distorted geometry from the Open Molecules 2025 dataset. Energies are from the ωB97M-V functional and the def2-TZVPD basis.

Geometry as XYZ:
```
96
Properties=species:S:1:pos:R:3
B 0.295 0.013 0.320
F -1.110 -0.050 0.588
F 0.577 0.294 -1.026
F 0.863 0.946 1.171
F 0.776 -1.282 0.612
C 0.246 -4.003 -4.403
C 1.238 -3.682 -3.297
C 2.648 -3.673 -3.866
O 3.689 -3.352 -2.961
C 3.752 -4.199 -1.844
N 0.873 -2.435 -2.602
H 0.499 -4.966 -4.849
H 0.316 -3.197 -5.141
H -0.787 -4.071 -4.063
H 1.166 -4.485 -2.550
H 2.723 -2.926 -4.662
H 2.804 -4.651 -4.340
H 4.608 -3.913 -1.227
H 3.859 -5.263 -2.073
H 2.920 -4.044 -1.145
H 1.536 -2.224 -1.864
H -0.008 -2.646 -2.137
C -0.240 -2.420 4.321
C -0.904 -1.065 4.525
C 0.179 -0.006 4.696
O -0.394 1.273 4.956
C -0.216 2.207 3.898
N -1.805 -0.836 3.392
H 0.360 -2.484 3.403
H -0.923 -3.267 4.284
H 0.531 -2.604 5.079
H -1.459 -1.144 5.462
H 0.876 -0.003 3.853
H 0.717 -0.264 5.615
H -0.623 3.156 4.238
H -0.787 1.855 3.029
H 0.827 2.243 3.579
H -2.429 -0.061 3.596
H -1.257 -0.508 2.602
C -0.345 3.830 -0.258
C -0.289 5.250 0.291
C -1.549 6.042 0.008
O -1.786 6.039 -1.402
C -2.316 7.263 -1.861
N -0.049 5.131 1.738
H 0.087 3.748 -1.256
H -1.399 3.565 -0.393
H 0.107 3.058 0.359
H 0.570 5.797 -0.102
H -1.425 7.084 0.319
H -2.404 5.587 0.525
H -3.176 7.584 -1.264
H -2.704 7.057 -2.861
H -1.546 8.035 -1.942
H -0.621 4.431 2.191
H -0.149 6.011 2.231
C -1.965 -3.302 -0.605
O -1.882 -4.353 -1.235
N -2.192 -2.097 -1.180
N -1.720 -3.270 0.745
H -2.405 -2.061 -2.160
H -2.049 -1.267 -0.624
H -1.726 -2.409 1.267
H -1.428 -4.133 1.160
C 4.101 -0.351 -0.819
O 5.224 -0.825 -0.782
N 3.563 0.424 0.179
N 3.188 -0.640 -1.790
H 4.154 0.747 0.920
H 2.619 0.756 0.097
H 2.295 -0.178 -1.762
H 3.450 -1.376 -2.426
C -1.847 0.249 -3.885
O -2.649 0.767 -4.648
N -1.071 -0.828 -4.251
N -1.669 0.602 -2.575
H -0.340 -1.194 -3.645
H -1.328 -1.246 -5.125
H -0.810 0.339 -2.112
H -2.269 1.297 -2.161
C -3.914 2.288 0.227
O -3.937 1.799 -0.887
N -4.798 3.266 0.617
N -3.029 1.889 1.193
H -5.440 3.614 -0.067
H -4.548 3.769 1.449
H -2.287 1.291 0.842
H -2.919 2.446 2.021
C 3.207 -3.287 2.317
O 4.000 -4.028 2.872
N 3.229 -1.931 2.387
N 2.116 -3.754 1.631
H 3.943 -1.459 2.905
H 2.669 -1.444 1.705
H 1.952 -4.742 1.664
H 1.570 -3.142 1.050
```

Results
Lowest unoccupied orbital energy = 2.0646 eV
Energy above the lowest of the compared OMol25 structures with the same formula, charge and spin = 0.000 eV
Kohn-Sham gap = 8.9 eV
HOMO = -6.8 eV
Total charge = -1